# C72H144F9N6O9

10 unconnected molecules or ions with the total composition C72H144F9N6O9 in a non-equilibrium geometry (ωB97M-V/def2-TZVPD, the Open Molecules 2025 dataset).

Last column: Mulliken charge in e.
Cartesian coordinates (Å):
C1 -17.91 -5.43 -13.10  -0.827
C2 -19.20 -4.88 -12.38  -0.032
C3 -20.23 -4.62 -13.54  1.224
C4 -21.65 -4.80 -13.03  -2.037
N1 -22.74 -4.08 -13.78  1.077
C5 -22.99 -2.67 -13.27  -0.330
C6 -23.58 -2.81 -11.88  -0.581
C7 -24.47 -4.14 -11.96  -1.149
C8 -24.05 -4.70 -13.35  -0.636
C9 -22.61 -4.19 -15.32  0.172
C10 -22.43 -5.55 -15.90  -0.451
C11 -22.19 -5.33 -17.44  -1.210
H1 -17.97 -6.53 -13.30  0.324
H2 -17.04 -5.29 -12.39  0.495
H3 -17.76 -4.88 -14.02  -0.225
H4 -18.98 -3.91 -11.87  -0.444
H5 -19.54 -5.51 -11.63  0.766
H6 -20.00 -5.22 -14.40  0.680
H7 -20.13 -3.58 -13.93  -1.001
H8 -21.78 -4.61 -11.96  0.622
H9 -21.84 -5.87 -13.18  0.378
H10 -23.74 -2.24 -13.88  0.663
H11 -22.07 -2.04 -13.25  -0.693
H12 -24.21 -1.98 -11.68  0.802
H13 -22.91 -2.88 -11.03  -0.015
H14 -25.45 -3.92 -12.09  0.405
H15 -24.30 -4.85 -11.16  0.320
H16 -24.82 -4.43 -14.12  0.399
H17 -23.89 -5.78 -13.36  0.610
H18 -21.73 -3.60 -15.62  -0.732
H19 -23.51 -3.82 -15.78  0.723
H20 -23.41 -6.06 -15.81  0.397
H21 -21.67 -6.26 -15.47  0.195
H22 -22.82 -4.51 -17.71  0.312
H23 -22.59 -6.18 -17.92  0.525
H24 -21.11 -5.18 -17.74  0.190
C12 -18.09 4.32 -10.32  -0.895
C13 -18.57 4.04 -8.91  -0.986
C14 -19.35 2.69 -8.86  0.699
C15 -18.53 1.44 -8.90  -0.551
N2 -19.17 0.06 -8.59  0.682
C16 -20.29 -0.46 -9.46  0.135
C17 -20.95 -1.49 -8.57  -1.024
C18 -20.67 -1.17 -7.10  -0.867
C19 -19.75 0.10 -7.13  -0.677
C20 -18.12 -1.00 -8.69  -1.109
C21 -17.72 -1.28 -10.11  2.002
C22 -16.71 -2.35 -10.22  -1.596
H25 -17.62 5.29 -10.54  0.416
H26 -18.82 4.17 -11.13  0.055
H27 -17.31 3.61 -10.60  0.304
H28 -19.16 4.85 -8.50  0.409
H29 -17.67 3.95 -8.31  0.369
H30 -20.05 2.63 -9.74  -0.532
H31 -19.95 2.73 -7.93  0.260
H32 -17.71 1.55 -8.16  0.390
H33 -17.99 1.24 -9.85  0.178
H34 -20.10 -0.61 -10.50  -0.209
H35 -20.95 0.41 -9.52  0.236
H36 -20.50 -2.50 -8.72  0.338
H37 -22.02 -1.57 -8.69  0.560
H38 -20.07 -1.93 -6.66  0.341
H39 -21.51 -1.00 -6.42  0.374
H40 -19.04 0.09 -6.33  0.481
H41 -20.36 1.04 -6.96  0.297
H42 -18.54 -1.97 -8.35  0.393
H43 -17.27 -0.68 -8.09  0.369
H44 -17.37 -0.31 -10.52  -0.184
H45 -18.62 -1.50 -10.73  -0.661
H46 -16.95 -3.12 -9.47  0.436
H47 -15.65 -1.98 -9.87  0.361
H48 -16.63 -3.02 -11.09  0.137
C23 -14.16 1.23 -18.56  -1.263
C24 -15.02 1.82 -17.39  -0.441
C25 -16.12 0.88 -16.89  0.585
C26 -15.47 -0.39 -16.23  -1.375
N3 -16.45 -1.51 -16.13  1.226
C27 -16.51 -2.24 -17.43  -0.967
C28 -17.67 -3.25 -17.40  -0.995
C29 -18.64 -2.52 -16.37  0.396
C30 -17.97 -1.23 -15.93  -0.050
C31 -15.93 -2.49 -15.00  -0.239
C32 -14.46 -2.83 -14.99  -0.588
C33 -14.23 -3.95 -13.93  -1.343
H49 -13.56 2.06 -18.99  0.425
H50 -14.82 0.84 -19.38  0.239
H51 -13.55 0.43 -18.21  0.409
H52 -15.33 2.85 -17.74  0.075
H53 -14.34 2.04 -16.56  0.396
H54 -16.69 0.55 -17.78  -0.485
H55 -16.88 1.29 -16.20  0.048
H56 -15.05 -0.12 -15.30  0.663
H57 -14.57 -0.73 -16.81  0.583
H58 -15.58 -2.76 -17.57  0.779
H59 -16.61 -1.56 -18.25  0.370
H60 -17.38 -4.24 -17.03  0.253
H61 -17.86 -3.37 -18.43  0.558
H62 -19.00 -3.16 -15.62  -0.676
H63 -19.54 -2.23 -16.93  0.081
H64 -18.07 -0.84 -14.93  0.456
H65 -18.20 -0.39 -16.60  -0.308
H66 -16.52 -3.43 -15.11  -0.498
H67 -16.32 -2.05 -14.08  0.663
H68 -13.76 -1.97 -14.96  0.450
H69 -14.22 -3.26 -15.93  0.436
H70 -14.54 -3.73 -12.95  0.290
H71 -13.22 -4.35 -13.89  0.406
H72 -14.88 -4.76 -14.22  0.387
C34 -23.65 3.22 -22.70  -1.934
C35 -22.88 2.74 -23.97  1.343
C36 -23.28 3.58 -25.25  -1.049
C37 -22.33 3.24 -26.44  -0.833
C38 -20.93 3.56 -26.09  -1.258
C39 -20.34 2.92 -24.77  1.541
N4 -21.43 3.01 -23.71  0.781
O1 -21.15 3.54 -22.56  0.141
C40 -19.20 3.76 -24.25  -1.604
C41 -19.87 1.42 -24.98  -1.780
C42 -23.04 1.23 -24.19  -1.538
H73 -23.20 2.82 -21.81  0.218
H74 -24.68 3.05 -22.76  0.492
H75 -23.42 4.27 -22.75  0.590
H76 -23.12 4.66 -25.08  0.295
H77 -24.36 3.48 -25.26  0.549
H78 -22.43 3.75 -27.39  0.493
H79 -22.52 2.24 -26.74  0.361
H80 -20.88 4.65 -26.09  0.426
H81 -20.24 3.24 -26.87  0.455
H82 -18.51 3.95 -25.07  0.568
H83 -18.70 3.27 -23.45  0.141
H84 -19.56 4.78 -23.89  0.298
H85 -19.98 0.70 -24.17  0.034
H86 -18.84 1.56 -25.23  0.634
H87 -20.26 1.07 -25.89  0.540
H88 -22.74 0.72 -23.29  0.081
H89 -22.61 0.79 -25.05  0.432
H90 -24.12 1.01 -24.36  0.423
C43 -18.34 4.37 -20.13  -1.795
C44 -18.94 4.88 -18.88  1.707
C45 -17.98 5.95 -18.28  -1.102
C46 -18.81 7.04 -17.54  -0.933
C47 -19.65 7.85 -18.50  -1.216
C48 -20.58 6.96 -19.25  1.007
N5 -20.27 5.55 -19.26  1.332
O2 -21.12 4.80 -19.72  -0.462
C49 -20.53 7.46 -20.77  -1.513
C50 -21.95 7.07 -18.58  -1.671
C51 -19.29 3.78 -17.84  -1.631
H91 -18.97 3.75 -20.82  -0.063
H92 -17.46 3.94 -19.77  0.521
H93 -17.97 5.24 -20.65  0.538
H94 -17.17 6.45 -18.92  0.316
H95 -17.36 5.42 -17.58  0.467
H96 -18.22 7.67 -16.87  0.571
H97 -19.52 6.46 -16.91  0.172
H98 -18.95 8.39 -19.14  0.458
H99 -20.24 8.58 -17.99  0.495
H100 -20.73 8.54 -20.59  0.477
H101 -21.37 6.97 -21.33  0.256
H102 -19.65 7.10 -21.29  0.319
H103 -22.18 8.16 -18.41  0.493
H104 -22.03 6.48 -17.66  0.415
H105 -22.76 6.75 -19.28  0.295
H106 -19.89 4.19 -16.96  0.236
H107 -18.34 3.34 -17.46  0.337
H108 -19.93 3.08 -18.30  0.387
C52 -22.25 5.51 -12.03  -1.481
C53 -23.44 4.72 -11.52  1.208
C54 -24.75 5.43 -12.00  -1.242
C55 -25.21 5.24 -13.49  -0.805
C56 -25.32 3.68 -13.74  -0.854
C57 -24.09 2.84 -13.36  1.595
N6 -23.41 3.31 -12.11  0.734
O3 -22.88 2.49 -11.43  -0.314
C58 -22.96 3.01 -14.42  -1.809
C59 -24.48 1.39 -13.18  -1.554
C60 -23.35 4.50 -9.96  -1.556
H109 -22.28 6.47 -11.45  0.511
H110 -22.40 5.83 -13.09  0.411
H111 -21.31 5.01 -11.94  0.098
H112 -24.50 6.48 -11.92  0.474
H113 -25.53 5.10 -11.31  0.450
H114 -24.50 5.81 -14.07  0.315
H115 -26.15 5.69 -13.75  0.499
H116 -25.46 3.35 -14.82  0.366
H117 -26.28 3.29 -13.25  0.354
H118 -22.11 2.47 -14.14  0.038
H119 -22.71 4.06 -14.46  0.460
H120 -23.40 2.64 -15.34  0.543
H121 -24.78 1.13 -14.18  0.405
H122 -25.29 1.34 -12.41  0.593
H123 -23.74 0.64 -12.83  0.017
H124 -23.76 5.48 -9.65  0.472
H125 -22.36 4.36 -9.60  0.229
H126 -24.00 3.67 -9.66  0.414
C61 -20.56 -0.06 -13.31  0.291
O4 -20.58 -0.52 -14.70  0.619
O5 -20.17 -1.03 -12.53  -0.483
C62 -19.64 1.15 -13.14  0.079
F1 -19.82 1.78 -11.94  -0.152
F2 -18.36 0.66 -13.14  -0.258
F3 -19.78 2.15 -14.05  -0.108
C63 -21.52 0.11 -15.51  1.473
C64 -21.59 -0.58 -16.83  0.531
H127 -20.55 -0.69 -17.24  -0.875
H128 -22.04 -1.63 -16.76  -0.668
H129 -22.19 -0.22 -17.66  0.312
H130 -21.31 1.19 -15.55  -0.309
H131 -22.59 0.06 -15.11  -0.774
H132 -21.59 0.35 -13.12  -0.387
C65 -20.57 0.74 -20.68  1.509
O6 -19.29 0.93 -21.44  0.151
O7 -21.52 1.48 -21.18  -0.399
C66 -20.93 -0.89 -20.80  0.022
F4 -20.06 -1.60 -19.93  -0.205
F5 -22.13 -1.36 -20.40  -0.105
F6 -20.73 -1.44 -21.99  -0.294
C67 -18.12 0.70 -20.65  -0.098
C68 -16.93 1.30 -21.43  -1.122
H133 -17.22 2.25 -22.04  -0.137
H134 -16.13 1.67 -20.73  0.026
H135 -16.44 0.60 -22.10  0.430
H136 -17.91 -0.36 -20.61  0.513
H137 -18.36 0.92 -19.59  0.066
H138 -20.28 0.77 -19.57  -1.158
C69 -25.03 -0.56 -17.46  0.115
O8 -24.65 -0.17 -18.67  0.004
O9 -24.77 0.19 -16.56  -0.607
C70 -25.83 -1.82 -17.20  0.799
F7 -25.21 -2.44 -16.09  -0.225
F8 -27.07 -1.64 -16.76  -0.261
F9 -25.71 -2.67 -18.16  -0.213
C71 -25.33 -0.55 -20.00  -0.504
C72 -25.35 0.87 -20.58  -0.570
H139 -24.31 1.11 -20.58  -0.053
H140 -25.85 0.95 -21.60  0.376
H141 -25.71 1.54 -19.82  0.326
H142 -26.23 -1.07 -19.84  0.760
H143 -24.60 -1.00 -20.67  0.060
H144 -11.11 -11.00 -21.47  -0.124

Properties
- Net charge: +3
- Orbital gap: 0.725 eV

# C5H10N3O2

A gas-phase ion, C5H10N3O2 (charge +1) in a non-equilibrium geometry (ωB97M-V/def2-TZVPD, the Open Molecules 2025 dataset).

Last column: Mulliken charge in e.
Cartesian coordinates (Å):
C1 -2.00 -0.11 0.95  -0.957
N1 -0.98 -0.22 -0.10  -0.314
C2 -0.93 0.81 -1.07  -0.591
N2 0.05 1.91 -0.58  -0.148
C3 0.95 1.40 0.27  0.505
O1 1.78 1.87 0.95  -0.448
C4 0.31 -0.36 0.52  0.090
C5 1.25 -1.24 -0.19  -0.102
N3 2.45 -1.41 0.12  -0.214
O2 0.81 -1.71 -1.30  -0.533
H1 -1.72 0.61 1.77  0.382
H2 -3.00 0.30 0.57  0.333
H3 -2.24 -1.10 1.38  0.354
H4 -1.89 1.27 -0.89  0.386
H5 -0.72 0.49 -2.03  0.383
H6 0.10 2.65 -1.17  0.173
H7 0.25 -0.37 1.54  0.616
H8 2.77 -1.27 1.06  0.282
H9 2.95 -1.98 -0.50  0.309
H10 -0.18 -1.55 -1.31  0.497

Properties
- Structure (SMILES): CN1CNC(=O)[C@@H]1C(=[NH2+])O
- Energy above the lowest of the compared OMol25 structures with the same formula, charge and spin: 138.5 kJ/mol
- Net charge: +1
- Orbital gap: 9.635 eV

# C44H47F6GeHgN3O7PS2

A molecular structure, C44H47F6GeHgN3O7PS2 in a non-equilibrium geometry (ωB97M-V/def2-TZVPD, the Open Molecules 2025 dataset).

Last column: Mulliken charge in e.
Cartesian coordinates (Å):
Hg1 0.65 0.04 -0.16  3.363
C1 -0.06 -3.52 -0.95  -0.915
O1 -0.78 -2.36 -0.60  0.615
C2 -2.15 -2.41 -0.94  -0.916
C3 -2.96 -1.48 -0.05  -0.635
O2 -2.60 -0.12 -0.20  0.160
C4 -2.87 0.61 0.98  -0.076
C5 -2.71 2.12 0.78  -1.144
O3 -1.38 2.46 0.44  0.774
C6 -1.13 3.83 0.53  -1.217
H1 -0.51 -4.41 -0.50  0.323
H2 0.95 -3.39 -0.57  0.066
H3 -0.02 -3.65 -2.04  0.217
H4 -2.53 -3.43 -0.78  0.735
H5 -2.28 -2.14 -2.00  -0.008
H6 -2.81 -1.80 0.98  0.153
H7 -4.03 -1.61 -0.32  0.323
H8 -2.21 0.28 1.77  -0.363
H9 -3.92 0.44 1.28  0.585
H10 -2.99 2.59 1.73  0.587
H11 -3.38 2.46 -0.02  0.098
H12 -1.15 4.18 1.57  0.318
H13 -1.85 4.42 -0.05  0.395
H14 -0.13 4.00 0.12  0.215
N1 3.92 -0.95 0.19  -0.277
P1 2.78 -0.08 1.59  2.173
C7 3.72 -1.22 2.68  -0.821
C8 3.24 -2.52 2.85  0.379
C9 3.87 -3.40 3.71  -0.513
C10 5.01 -3.00 4.38  -0.671
C11 5.52 -1.72 4.19  -0.812
C12 4.87 -0.83 3.36  -0.358
C13 1.82 0.64 3.08  0.216
C14 0.96 1.69 2.79  0.285
C15 0.21 2.30 3.79  -0.648
C16 0.32 1.87 5.10  -0.896
C17 1.15 0.80 5.39  -0.627
C18 1.89 0.19 4.40  -0.429
C19 3.82 -1.14 -1.12  0.510
C20 4.71 -2.03 -1.80  -1.159
C21 4.70 -2.09 -3.16  -0.450
C22 3.78 -1.31 -3.86  -1.386
C23 2.91 -0.53 -3.13  -0.055
N2 2.90 -0.43 -1.81  0.468
H15 4.64 -1.54 0.61  0.044
H16 2.35 -2.82 2.31  0.146
H17 3.46 -4.38 3.86  0.369
H18 5.51 -3.69 5.05  0.389
H19 6.43 -1.43 4.69  0.385
H20 5.26 0.17 3.24  0.371
H21 0.86 2.04 1.76  0.123
H22 -0.46 3.11 3.55  0.263
H23 -0.25 2.35 5.88  0.374
H24 1.20 0.43 6.41  0.405
H25 2.52 -0.64 4.66  -0.039
H26 5.38 -2.63 -1.21  0.415
H27 5.38 -2.74 -3.69  0.390
H28 3.75 -1.31 -4.94  0.487
H29 2.19 0.10 -3.64  0.421
C24 3.77 1.44 1.32  -1.504
H30 3.64 2.15 2.13  0.421
H31 3.43 1.87 0.37  -0.026
H32 4.82 1.19 1.21  0.526
F1 -1.16 -1.23 5.67  -0.219
C25 -1.80 -1.18 4.50  0.467
F2 -2.04 0.12 4.24  -0.145
F3 -3.00 -1.75 4.66  -0.250
S1 -0.79 -1.99 3.10  0.883
O4 -0.44 -0.89 2.26  -1.441
O5 -1.67 -2.97 2.54  -0.795
N3 0.45 -2.61 3.83  0.284
S2 0.06 -3.96 4.57  1.016
O6 -1.23 -3.93 5.18  -0.658
O7 1.15 -4.47 5.34  -0.741
C26 -0.06 -5.21 3.14  0.688
F4 -1.29 -5.58 2.78  -0.249
F5 0.57 -4.77 2.04  -0.181
F6 0.58 -6.34 3.50  -0.278
C27 2.56 3.56 -4.74  -0.603
C28 1.60 2.83 -5.41  -0.796
C29 0.67 2.10 -4.70  0.148
C30 0.67 2.08 -3.31  -0.535
C31 1.65 2.82 -2.66  0.497
C32 2.58 3.56 -3.36  -0.764
Ge1 -0.71 1.04 -2.27  0.466
C33 -1.25 -0.31 -3.68  -0.437
C34 -2.35 -0.15 -4.51  -0.617
C35 -2.65 -1.07 -5.50  -0.742
C36 -1.83 -2.17 -5.69  -0.698
C37 -0.73 -2.35 -4.86  -1.008
C38 -0.45 -1.42 -3.87  0.028
C39 -2.21 2.36 -2.43  0.366
C40 -1.96 3.69 -2.73  -0.455
C41 -2.99 4.59 -2.91  -0.605
C42 -4.31 4.17 -2.82  -0.751
C43 -4.58 2.85 -2.53  -0.516
C44 -3.54 1.96 -2.32  -0.333
H33 3.30 4.13 -5.30  0.338
H34 1.58 2.81 -6.50  0.388
H35 -0.07 1.51 -5.23  0.322
H36 1.68 2.80 -1.57  0.034
H37 3.33 4.13 -2.83  0.409
H38 -2.99 0.72 -4.39  0.307
H39 -3.51 -0.92 -6.14  0.389
H40 -2.05 -2.88 -6.47  0.348
H41 -0.09 -3.21 -5.00  0.450
H42 0.41 -1.56 -3.24  0.542
H43 -0.94 4.03 -2.83  0.405
H44 -2.77 5.62 -3.15  0.408
H45 -5.12 4.88 -2.97  0.354
H46 -5.61 2.50 -2.45  0.421
H47 -3.75 0.93 -2.07  0.323

Properties
- Energy above the lowest of the compared OMol25 structures with the same formula, charge and spin: 99.5 kJ/mol
- Net charge: -1
- Orbital gap: 7.178 eV

# C3H2O2Pb

A molecular structure, C3H2O2Pb in a non-equilibrium geometry (ωB97M-V/def2-TZVPD, the Open Molecules 2025 dataset).

Last column: Mulliken charge in e.
Cartesian coordinates (Å):
O1 -0.96 -0.54 0.34  -0.186
O2 0.38 0.67 -0.77  -0.201
C1 0.23 -0.54 1.03  -0.116
C2 1.08 0.19 0.31  0.011
C3 -0.86 0.26 -0.69  0.207
H1 2.05 0.63 0.51  0.396
Pb1 -2.49 0.81 -2.22  1.536
H2 0.56 -1.49 1.49  0.353

Properties
- Energy above the lowest of the compared OMol25 structures with the same formula, charge and spin: 0.0 kJ/mol
- Net charge: +2
- Orbital gap: 7.806 eV